# 1
Formula: C24H40O8
Source: the Open Molecules 2025 dataset
Level of theory: ωB97M-V/def2-TZVPD

Geometry as XYZ:
```
72
Properties=species:S:1:pos:R:3:lowdin_charge:R:1
O 12.682 20.117 11.990 0.106
C 12.705 20.655 13.061 -0.450
C 13.738 21.642 13.552 0.085
C 13.802 22.134 15.032 0.074
C 12.910 21.513 15.991 -0.497
O 12.857 21.889 17.187 0.073
C 11.871 20.665 15.655 0.018
C 11.774 20.269 14.195 0.087
H 14.590 22.000 12.880 0.116
H 14.655 22.779 15.442 0.134
H 11.062 20.183 16.300 0.128
H 10.918 19.633 13.675 0.127
O 8.290 18.385 19.443 0.087
C 8.372 17.427 18.689 -0.416
C 7.235 16.667 18.158 0.055
C 7.357 15.580 17.057 0.113
C 8.775 15.341 16.516 -0.462
O 8.856 14.461 15.669 0.085
C 9.849 16.074 17.027 0.028
C 9.759 17.045 18.138 0.115
H 6.287 16.951 18.544 0.083
H 6.436 15.021 16.791 0.114
H 10.822 16.018 16.571 0.109
H 10.570 17.530 18.547 0.076
C 10.776 17.412 7.572 -0.062
C 10.638 17.673 9.050 -0.540
C 9.793 18.793 9.440 -0.058
O 10.228 16.437 9.617 -0.070
H 11.235 18.269 7.026 0.108
H 9.850 17.378 7.225 0.034
H 11.435 16.548 7.483 0.091
H 11.737 17.788 9.079 0.136
H 8.710 18.426 9.420 0.112
H 9.907 19.737 8.874 0.087
H 9.925 19.249 10.556 0.118
H 10.895 15.753 9.275 0.145
C 5.054 12.537 11.782 -0.050
C 6.591 12.231 11.771 -0.574
C 6.835 10.807 11.179 -0.061
O 7.051 12.999 10.850 -0.018
H 4.507 12.089 10.823 0.123
H 4.681 13.590 11.976 0.091
H 4.465 12.085 12.440 -0.007
H 6.996 12.287 12.726 0.112
H 6.332 10.882 10.140 0.091
H 6.348 9.891 11.632 0.082
H 7.944 10.603 10.910 0.097
H 7.181 13.913 11.097 0.088
C 6.118 19.401 15.573 -0.027
C 6.425 20.849 15.610 -0.468
C 7.732 21.221 16.226 -0.056
O 6.515 21.375 14.267 0.016
H 6.951 18.977 15.040 0.082
H 5.295 19.182 15.164 0.008
H 5.977 19.079 16.601 0.095
H 5.650 21.351 16.143 0.130
H 7.860 20.971 17.346 0.111
H 8.116 22.146 16.060 0.032
H 8.692 20.646 15.845 0.098
H 5.728 21.213 13.958 -0.011
C 8.998 17.546 13.006 -0.058
C 8.357 16.315 12.562 -0.513
C 7.014 15.943 13.209 -0.008
O 7.997 16.375 11.239 -0.021
H 8.261 18.431 12.883 0.138
H 9.844 17.842 12.477 0.041
H 9.331 17.358 13.943 0.037
H 9.032 15.511 12.883 0.148
H 7.213 16.124 14.276 0.072
H 6.849 15.039 12.960 -0.016
H 6.097 16.405 12.962 0.084
H 8.806 16.473 10.750 0.027
```

* largest force on an atom: 0.202 hartree/bohr
* ΔE to the lowest compared entry with this formula, charge and spin: 1098.4 kJ/mol
* molar mass: 456.58 u
* SMILES string: O=C1C=CC(=O)C=C1.O=C1C=CC(=O)C=C1.CC(C)O.CC(C)O.CC(C)O.CC(C)O


# 2
Formula: C4H9NO2
Source: the Open Molecules 2025 dataset
Level of theory: ωB97M-V/def2-TZVPD

Geometry as XYZ:
```
16
Properties=species:S:1:pos:R:3:lowdin_charge:R:1
C 2.203 0.040 0.946 -0.250
C -0.989 -1.918 0.165 0.028
O 1.692 -1.037 0.527 -0.095
N -0.539 -0.760 0.254 0.035
H 1.199 1.191 0.879 0.100
H 2.402 0.118 2.030 0.095
H 2.982 0.495 0.309 0.093
H -1.995 -2.116 -0.212 0.092
H -0.379 -2.767 0.458 0.081
C -0.985 0.878 -1.446 -0.009
C -1.010 0.548 0.058 -0.600
O -1.906 0.985 0.798 0.012
H 0.296 1.466 0.652 0.172
H -1.129 1.948 -1.572 0.079
H -1.803 0.374 -1.965 0.089
H -0.039 0.557 -1.882 0.079
```

* largest force on an atom: 0.110 hartree/bohr
* ΔE to the lowest compared entry with this formula, charge and spin: 637.4 kJ/mol
* molar mass: 103.12 u


# 3
Formula: C2H2FOP
Source: the Open Molecules 2025 dataset
Level of theory: ωB97M-V/def2-TZVPD

Geometry as XYZ:
```
7
Properties=species:S:1:pos:R:3:lowdin_charge:R:1
C -0.587 -0.917 0.064 -0.372
C 0.822 0.390 0.162 -0.254
O -0.627 -2.089 -0.064 0.085
F -1.314 1.360 -0.678 -0.304
P -0.804 0.751 0.705 0.845
H 1.608 -0.025 0.655 0.002
H 0.901 0.529 -0.845 -0.002
```

* largest force on an atom: 0.055 hartree/bohr
* ΔE to the lowest compared entry with this formula, charge and spin: 173.0 kJ/mol
* molar mass: 92.01 u


| no. | HOMO-LUMO gap (eV) |
| --- | --- |
| 1 | 7.216 |
| 2 | 8.487 |
| 3 | 7.439 |